Record 1
A cluster of 3 separate species, C23H48N8O5 in total, computed with the ωB97M-V functional and the def2-TZVPD basis.

The geometry in XYZ format:
```
84
C23H48N8O5 (the ωB97M-V functional and the def2-TZVPD basis)
H 4.669 1.864 2.567
N 5.143 1.202 1.948
C 4.679 1.366 0.779
C 3.602 2.402 0.512
C 2.123 1.908 0.702
C 1.644 1.571 -0.648
N 1.214 1.307 -1.696
C 1.994 0.674 1.613
C 1.922 -0.611 0.792
C 2.808 -1.776 1.290
O 3.073 -0.981 0.122
C 1.333 3.143 1.257
C 1.583 3.301 2.687
N 1.840 3.371 3.812
C -0.144 3.276 0.862
C -1.180 2.257 1.404
N -1.097 0.950 0.765
N -2.526 2.783 1.004
N -1.228 2.128 2.845
H 5.061 0.702 0.014
H 3.700 2.707 -0.531
H 3.830 3.290 1.098
H 1.066 0.631 2.174
H 2.812 0.535 2.308
H 0.967 -0.860 0.371
H 2.031 -2.514 1.170
H 3.230 -1.395 2.202
H 1.838 3.995 0.797
H -0.258 3.319 -0.218
H -0.478 4.253 1.218
H -0.977 0.221 1.456
H -1.996 0.766 0.340
H -2.711 3.544 1.650
H -2.394 3.267 0.119
H -0.741 1.322 3.198
H -0.966 2.970 3.334
C 4.198 -5.180 1.454
O 3.989 -4.634 0.168
C 5.106 -3.917 -0.354
C 5.812 -4.706 -1.441
N 6.516 -5.865 -0.906
C 6.934 -6.854 -1.900
C 5.886 -7.470 -2.829
O 4.977 -8.360 -2.211
C 3.935 -7.750 -1.475
H 3.224 -5.452 1.860
H 4.811 -6.087 1.420
H 4.664 -4.454 2.127
H 5.799 -3.609 0.435
H 4.701 -3.007 -0.805
H 6.530 -4.052 -1.945
H 5.046 -4.993 -2.172
H 5.928 -6.326 -0.228
H 7.393 -7.676 -1.346
H 7.719 -6.406 -2.519
H 6.431 -8.078 -3.556
H 5.346 -6.717 -3.417
H 3.576 -6.834 -1.951
H 4.251 -7.544 -0.449
H 3.107 -8.457 -1.420
C -7.932 3.866 -3.494
O -8.499 4.470 -2.348
C -9.222 3.582 -1.504
C -8.461 3.260 -0.231
N -7.297 2.422 -0.490
C -6.330 2.341 0.606
C -5.725 3.628 1.166
O -4.816 4.292 0.306
C -5.408 5.045 -0.736
H -7.655 4.662 -4.184
H -7.026 3.300 -3.253
H -8.647 3.207 -3.994
H -9.515 2.673 -2.037
H -10.138 4.108 -1.222
H -9.130 2.739 0.460
H -8.185 4.219 0.225
H -6.818 2.763 -1.311
H -5.500 1.730 0.245
H -6.795 1.794 1.432
H -5.136 3.339 2.039
H -6.483 4.329 1.536
H -6.329 5.538 -0.418
H -5.597 4.416 -1.610
H -4.695 5.811 -1.042
```

ΔE to the lowest compared entry with this formula, charge and spin (eV): 5.606
DFT total energy (eV): -46781.28582
Gap between HOMO and LUMO (eV): 9.0

Löwdin population analysis, charges in e, atoms 1 to 5: atom 1 (H): 0.048, atom 2 (N): 0.106, atom 3 (C): -0.226, atom 4 (C): -0.095, atom 5 (C): -0.342

Record 2
A structure of composition C23H49AlN3P4S, computed with the ωB97M-V functional and the def2-TZVPD basis.

The geometry in XYZ format:
```
81
C23H49AlN3P4S (the ωB97M-V functional and the def2-TZVPD basis)
Al 1.253 0.337 0.091
P -1.224 -2.131 -1.126
P 2.319 -0.434 -1.916
P -3.325 1.328 0.694
H 1.290 6.356 -2.154
C 0.681 6.250 -1.241
C 1.224 5.816 -0.095
H 2.310 5.648 -0.022
C -2.016 -1.787 -2.745
C -0.344 -3.682 -1.652
C -2.699 -2.958 -0.356
C 3.708 0.766 -1.861
C 3.078 -2.107 -1.756
C 1.488 -0.247 -3.527
C -3.705 3.009 1.240
C -3.765 0.169 1.993
C -4.064 0.862 -0.865
H -0.332 6.667 -1.305
H 0.660 5.808 0.847
H -2.521 -2.655 -3.183
H -1.253 -1.427 -3.441
H -2.743 -0.980 -2.612
H -0.986 -4.323 -2.264
H -0.023 -4.242 -0.770
H 0.549 -3.425 -2.227
H -3.186 -3.653 -1.055
H -3.429 -2.210 -0.043
H -2.389 -3.514 0.532
H 4.630 0.299 -2.261
H 3.863 1.051 -0.795
H 3.430 1.669 -2.431
H 3.681 -2.354 -2.656
H 2.257 -2.846 -1.674
H 3.715 -2.179 -0.847
H 2.205 -0.107 -4.353
H 0.824 0.639 -3.496
H 0.864 -1.138 -3.738
H -4.794 3.142 1.288
H -3.261 3.771 0.594
H -3.295 3.139 2.256
H -4.846 0.231 2.172
H -3.237 0.429 2.931
H -3.480 -0.847 1.697
H -5.041 1.359 -0.937
H -4.197 -0.231 -0.893
H -3.488 1.145 -1.763
C 0.391 3.014 -0.917
C -0.579 3.119 -1.925
C -0.206 3.489 -3.230
C 1.097 3.943 -3.442
C 2.091 3.723 -2.474
C 1.704 3.429 -1.164
S 0.037 2.305 0.660
H -1.933 1.282 0.475
H -1.626 2.965 -1.682
H -0.947 3.468 -4.050
H 1.347 4.477 -4.352
H 3.164 3.863 -2.683
H 2.369 3.628 -0.305
C 0.482 -2.077 4.762
N -0.306 -2.858 3.780
C 0.518 -4.001 3.351
N 1.839 -3.619 2.790
C 2.555 -2.802 3.779
N 1.788 -1.625 4.252
C 1.638 -0.613 3.206
P 0.736 -1.309 1.702
C -0.756 -2.043 2.661
C 1.739 -2.936 1.519
H 0.720 -2.707 5.630
H -0.120 -1.224 5.087
H -0.036 -4.574 2.605
H 0.707 -4.635 4.224
H 3.503 -2.486 3.341
H 2.757 -3.396 4.677
H 1.068 0.232 3.610
H 2.629 -0.253 2.902
H -1.372 -2.656 1.995
H -1.406 -1.243 3.022
H 2.749 -2.703 1.154
H 1.269 -3.591 0.768
```

ΔE to the lowest compared entry with this formula, charge and spin (eV): 0.899
DFT total energy (eV): -83677.77832
Total charge: +3
Gap between HOMO and LUMO (eV): 5.7

Löwdin population analysis, charges in e, atoms 1 to 5: atom 1 (Al): 0.350, atom 2 (P): 0.796, atom 3 (P): 0.788, atom 4 (P): 0.865, atom 5 (H): 0.071

- What is the ΔE to the lowest compared entry with this formula, charge and spin in the second record?
  0.899 eV